Entry from the OMol25 dataset: the molecule C6H11N (ωB97M-V/def2-TZVPD).

XYZ file:
```
18
C6H11N, DFT ωB97M-V/def2-TZVPD
C 2.842 0.752 1.520
C 1.641 0.643 0.958
C 1.337 0.949 -0.483
N 0.292 0.042 -0.986
C -0.696 -0.753 -0.345
C -1.972 -0.319 -0.252
C -3.211 -1.131 -0.472
H 3.630 1.238 0.954
H 3.065 0.247 2.450
H 0.750 0.543 1.573
H 1.022 1.983 -0.641
H 2.260 0.762 -1.030
H 0.643 -0.377 -1.830
H -0.370 -1.735 0.007
H -1.964 0.729 0.052
H -4.093 -0.527 -0.243
H -3.289 -1.465 -1.500
H -3.281 -1.889 0.312
```

## Properties
SMILES string: C=CCN/C=C/C
Orbital gap (eV): 9.2634
HOMO level (eV): -8.106
ΔE to the lowest compared entry with this formula, charge and spin (eV): 3.526
Total charge: 0



Entry from the OMol25 dataset: a structure of composition C4H5CsMgO2 (ωB97M-V/def2-TZVPD).

XYZ file:
```
13
C4H5CsMgO2, DFT ωB97M-V/def2-TZVPD
H 1.028 -1.327 -1.550
C 0.803 -0.310 -1.183
C -0.531 0.009 -0.901
O 1.802 0.490 -1.062
Mg 3.767 0.502 -1.775
H -1.265 -0.451 -1.569
H -0.751 1.073 -0.747
C -1.626 -0.823 1.106
C -1.119 -0.154 2.220
O -0.260 0.686 2.369
Cs 2.260 2.866 1.065
H -1.413 -1.898 1.097
H -2.695 -0.663 0.931
```

## Properties
Orbital gap (eV): 4.6682
HOMO level (eV): -5.388
Total charge: 0



no.,maximum force (eV Å⁻¹)
1,2.2
2,3.4